# 1
Below is C30H28Cl6MgN6O5S as an isolated structure, with properties calculated with ωB97M-V with the def2-TZVPD basis set.

net charge: -2
LUMO: 3.9 eV
multiplicity: 1

The geometry in XYZ format:
```
77
Properties=species:S:1:pos:R:3:lowdin_charge:R:1
Mg -0.29 -1.84 -0.17 0.698
C 2.03 3.44 0.29 -0.056
C 1.17 4.16 -0.75 -0.534
C 0.34 5.22 0.03 -0.055
C 2.11 4.92 -1.72 -0.064
C 0.29 3.22 -1.56 -0.200
C -0.35 3.73 -2.67 -0.085
C -1.19 2.89 -3.41 -0.111
C -1.30 1.53 -3.15 -0.491
S -2.07 0.21 -4.00 0.978
C -1.53 -0.95 -2.68 -0.495
N -0.91 -0.28 -1.67 -0.002
C -0.66 1.04 -1.98 -0.308
C 0.15 1.88 -1.21 0.009
C -1.78 -2.31 -2.78 -0.266
C -2.38 -2.95 -3.91 -0.127
C -2.12 -4.23 -4.16 -0.123
C -1.29 -5.05 -3.22 -0.101
C -0.99 -4.55 -1.98 -0.067
C -1.46 -3.18 -1.56 -0.307
H 2.60 4.19 0.85 0.079
H 2.69 2.70 -0.15 0.097
H 1.39 2.93 0.96 0.052
H 1.06 5.84 0.67 0.094
H -0.43 4.84 0.70 0.073
H -0.25 5.86 -0.62 0.065
H 2.80 5.52 -1.13 0.065
H 1.59 5.54 -2.45 0.063
H 2.74 4.25 -2.31 0.092
H -0.36 4.79 -2.93 0.097
H -1.66 3.25 -4.32 0.088
H 0.69 1.35 -0.45 0.083
H -2.93 -2.32 -4.65 0.088
H -2.51 -4.75 -5.01 0.066
H -1.03 -6.06 -3.43 0.063
H -0.47 -5.20 -1.27 0.079
Cl 7.36 -1.88 -0.85 0.644
C 5.72 -1.69 -0.47 -0.756
C 5.16 -1.60 0.83 -0.749
Cl 6.20 -1.78 2.14 0.693
C 3.81 -1.33 0.99 -0.581
Cl 3.13 -1.21 2.58 0.704
C 2.84 -1.28 -0.04 -0.494
O 1.59 -1.10 0.13 -0.168
C 3.42 -1.49 -1.30 -0.558
Cl 2.34 -1.68 -2.68 0.703
C 4.79 -1.59 -1.54 -0.727
Cl 5.36 -1.59 -3.15 0.649
C -2.71 -0.31 1.54 -0.183
N -1.24 -0.46 1.66 -0.074
C -0.99 -1.09 2.97 -0.175
N -1.64 -0.35 4.05 -0.101
C -3.05 -0.17 3.83 -0.187
N -3.31 0.53 2.56 -0.083
C -2.61 1.84 2.61 -0.146
N -1.16 1.68 2.88 -0.088
C -0.60 0.88 1.78 -0.169
C -0.97 0.96 4.15 -0.175
H -3.22 -1.26 1.44 0.092
H -2.90 0.18 0.60 0.126
H 0.09 -1.20 3.15 0.118
H -1.47 -2.09 3.01 0.128
H -3.38 0.43 4.67 0.110
H -3.59 -1.14 3.78 0.140
H -3.01 2.40 3.44 0.108
H -2.75 2.33 1.65 0.119
H 0.50 0.74 1.88 0.127
H -0.83 1.46 0.89 0.097
H -1.35 1.57 4.97 0.115
H 0.10 0.78 4.31 0.125
O 0.31 -5.53 0.98 -0.329
Cl 0.10 -4.53 1.96 0.649
O 1.17 -4.50 2.88 -0.326
O -1.18 -4.72 2.55 -0.327
O 0.10 -3.20 1.33 -0.432
N -3.31 -3.34 0.24 0.129
C -2.50 -3.28 -0.61 -0.285
```

=====

# 2
Below is C30H28F9N4O9TeY as an isolated structure, with properties calculated with ωB97M-V with the def2-TZVPD basis set.

net charge: -2
energy relative to the best compared isomer or geometry (same formula, charge and spin): 16.9 kcal per mole
LUMO: 4.1 eV
multiplicity: 1

The geometry in XYZ format:
```
82
Properties=species:S:1:pos:R:3:lowdin_charge:R:1
Y -0.14 0.32 -0.15 1.578
O -5.74 -1.25 0.46 0.023
C -5.53 -0.44 1.50 -0.283
C -6.62 -0.10 2.30 -0.039
C -6.47 0.72 3.40 -0.116
C -5.21 1.22 3.73 -0.108
C -4.13 0.89 2.94 -0.039
C -4.26 0.07 1.82 -0.077
C -3.02 -0.23 1.02 -0.461
O -1.96 0.40 1.30 -0.127
N -3.17 -1.15 0.09 0.029
N -1.97 -1.43 -0.55 -0.020
C -2.04 -2.40 -1.38 -0.085
C -0.93 -3.02 -2.08 -0.167
C -1.20 -4.03 -3.00 -0.076
C -0.20 -4.74 -3.63 -0.134
C 1.13 -4.44 -3.29 -0.118
C 1.44 -3.46 -2.39 -0.027
C 0.43 -2.68 -1.76 -0.399
O 0.72 -1.74 -0.95 -0.212
H -4.84 -1.39 0.03 0.064
H -7.59 -0.50 2.02 0.103
H -7.33 0.97 4.01 0.088
H -5.09 1.86 4.60 0.088
H -3.14 1.29 3.15 0.116
H -3.03 -2.86 -1.54 0.120
H -2.24 -4.26 -3.22 0.100
H -0.43 -5.52 -4.35 0.079
H 1.94 -4.99 -3.77 0.091
H 2.47 -3.21 -2.14 0.109
C 2.97 2.31 2.79 -0.094
O 2.87 0.91 2.97 -0.179
C 2.08 0.27 2.02 -0.825
O 1.16 0.96 1.46 -0.232
N 1.55 -0.92 2.64 -0.037
N 0.58 -1.52 1.79 -0.001
H 3.45 2.69 3.69 0.083
H 1.99 2.76 2.65 0.080
H 3.59 2.54 1.91 0.079
H 2.30 -1.56 2.89 0.104
H -0.13 -1.93 2.38 0.092
H 0.98 -2.18 1.13 0.065
C 0.15 1.90 -4.27 -0.005
C 0.66 0.64 -3.59 -0.492
C 1.13 -0.39 -4.61 -0.011
O -0.45 0.09 -2.84 -0.058
C 1.84 1.02 -2.64 -0.609
O 2.92 1.29 -3.17 0.016
O 1.57 1.05 -1.40 -0.185
H -0.50 1.64 -5.11 0.082
H 0.99 2.49 -4.63 0.092
H -0.42 2.48 -3.55 0.060
H 0.33 -0.58 -5.33 0.085
H 1.41 -1.33 -4.13 0.078
H 2.00 0.00 -5.13 0.086
H -0.39 -0.87 -2.91 0.053
Te 3.80 -0.39 0.40 1.207
C 5.04 -1.21 1.91 -0.603
C 5.58 -0.47 2.96 -0.143
C 6.44 -1.06 3.88 -0.114
C 6.80 -2.39 3.77 -0.134
C 6.29 -3.14 2.72 -0.125
C 5.41 -2.56 1.81 -0.180
H 5.32 0.57 3.07 0.084
H 6.84 -0.46 4.70 0.090
H 7.47 -2.84 4.49 0.084
H 6.55 -4.19 2.61 0.088
H 5.00 -3.15 1.01 0.072
F -4.03 4.23 -0.66 0.130
C -3.25 3.20 -0.24 -0.516
F -3.48 3.08 1.07 0.153
F -3.72 2.10 -0.83 0.174
C -1.72 3.40 -0.58 -0.336
O -1.13 2.26 -0.93 -0.172
C -1.02 4.03 0.67 -0.540
F -1.66 5.12 1.15 0.132
F 0.23 4.42 0.38 0.164
F -0.92 3.15 1.67 0.160
C -1.61 4.42 -1.76 -0.542
F -2.00 5.68 -1.47 0.131
F -0.35 4.51 -2.21 0.161
F -2.36 4.01 -2.80 0.149
```

=====

# 3
Below is C30H28FeN2Si as an isolated structure, with properties calculated with ωB97M-V with the def2-TZVPD basis set.

net charge: +1
energy relative to the best compared isomer or geometry (same formula, charge and spin): 0.0 kcal per mole
LUMO (spin up / spin down): -3.7 / -4.6 eV
multiplicity: 6

The geometry in XYZ format:
```
62
Properties=species:S:1:pos:R:3:lowdin_charge:R:1
C 1.53 -3.52 0.55 -0.153
C 0.72 -3.10 -0.55 -0.121
C 1.46 -2.10 -1.28 -0.196
H -0.24 -3.53 -0.84 0.124
C 2.73 -1.90 -0.62 -0.141
C 2.77 -2.78 0.51 -0.150
H 3.65 -2.93 1.14 0.107
H 1.28 -4.34 1.22 0.108
H 1.16 -1.64 -2.23 0.122
H 3.54 -1.24 -0.95 0.127
Fe 1.06 -1.24 0.74 0.959
C 0.51 0.31 -0.53 -0.188
H 1.31 0.52 -1.25 0.011
H 0.29 1.22 0.05 -0.022
H -0.38 -0.03 -1.07 0.023
Si -1.48 2.93 -2.35 0.718
C -3.12 2.28 -2.92 -0.347
C -3.10 1.04 -3.57 -0.119
H -2.14 0.54 -3.77 0.101
C -4.30 0.43 -3.94 -0.087
H -4.27 -0.55 -4.42 0.102
C -5.52 1.06 -3.69 -0.083
H -6.46 0.58 -3.98 0.105
C -5.54 2.32 -3.08 -0.084
H -6.49 2.82 -2.89 0.105
C -4.34 2.94 -2.70 -0.098
H -4.35 3.93 -2.22 0.099
C -0.31 2.99 -3.79 -0.334
C -0.71 3.19 -5.13 -0.085
H -1.76 3.40 -5.37 0.111
C 0.24 3.10 -6.16 -0.079
H -0.08 3.20 -7.19 0.106
C 1.59 2.86 -5.85 -0.085
H 2.32 2.77 -6.65 0.105
C 1.99 2.73 -4.51 -0.091
H 3.04 2.55 -4.27 0.101
C 1.05 2.84 -3.48 -0.128
H 1.36 2.78 -2.43 0.087
H -1.01 2.27 -1.11 -0.042
H -1.65 4.35 -1.99 -0.023
C -0.92 1.19 3.56 -0.016
C -0.51 0.35 2.52 -0.095
N 0.40 -0.65 2.67 0.024
C 0.76 -0.98 3.95 -0.102
C 0.29 -0.21 5.07 -0.136
C -0.52 0.92 4.85 0.026
C 0.63 -0.59 6.40 -0.009
C 1.38 -1.71 6.66 -0.007
C 1.88 -2.52 5.60 -0.135
C 2.62 -3.69 5.83 0.007
C 3.06 -4.43 4.76 -0.015
C 2.75 -3.98 3.47 -0.116
N 2.06 -2.87 3.22 0.084
C 1.59 -2.14 4.24 -0.131
H -1.55 2.05 3.32 0.123
H -0.87 0.50 1.50 0.090
H -0.82 1.54 5.70 0.135
H 0.26 0.03 7.23 0.127
H 1.61 -2.01 7.68 0.127
H 2.83 -3.97 6.87 0.131
H 3.63 -5.34 4.87 0.115
H 3.07 -4.55 2.61 0.108
```